Record 1
145
Properties=species:S:1:pos:R:3 method="wB97M-V/def2-TZVPD" charge=+1 gap_ev=7.2
C -2.73 5.40 5.45
C -2.34 3.98 6.10
C -0.91 4.07 6.77
C 0.32 4.10 5.76
C 0.59 2.67 5.08
C 1.49 2.82 3.78
C 0.76 2.49 2.36
B -0.16 3.83 2.21
O -1.41 3.78 2.95
C 0.07 5.21 1.43
C 1.29 6.13 1.89
N -0.17 1.37 2.31
C 0.38 0.01 1.91
C 0.93 -0.38 3.37
C 1.17 -1.86 3.81
C 1.87 -1.75 5.28
O -0.02 -2.65 4.08
C -0.96 -0.81 1.73
I -2.95 -0.01 2.35
C -1.14 -2.12 1.27
C 0.05 -3.03 0.90
I -3.08 -3.14 1.05
C 1.45 0.07 0.70
F 0.85 -0.62 -0.41
C 2.81 -0.72 0.94
C 3.10 -2.08 0.19
C 3.66 -3.22 1.19
F 4.66 -3.96 0.45
N 1.63 1.49 0.09
C 0.33 1.91 -0.63
N 0.31 1.63 -2.09
C -0.96 0.96 -2.50
C 2.60 1.56 -1.04
Cl 3.29 0.16 -2.01
C 3.06 2.74 -1.65
C 2.60 4.18 -1.32
Cl 4.26 2.75 -3.03
C 1.95 2.25 1.33
F 2.70 3.44 1.27
H -3.03 6.10 6.29
H -1.85 5.83 4.88
H -3.59 5.22 4.73
H -2.43 3.16 5.33
H -3.08 3.73 6.92
H -0.90 4.98 7.44
H -0.76 3.14 7.42
H 1.24 4.41 6.34
H 0.14 4.91 4.98
H -0.43 2.24 4.82
H 1.04 1.98 5.87
H 1.83 3.91 3.75
H 2.42 2.20 3.95
H -2.05 3.36 2.34
H -0.84 5.89 1.57
H 0.03 4.99 0.31
H 1.75 6.74 1.04
H 0.89 6.91 2.62
H 2.13 5.61 2.42
H -0.91 1.68 1.69
H 0.30 0.06 4.21
H 1.94 0.14 3.47
H 1.96 -2.43 3.22
H 1.09 -1.91 6.10
H 2.32 -0.70 5.41
H 2.71 -2.49 5.39
H 0.27 -3.57 3.90
H 0.29 -2.96 -0.22
H -0.28 -4.12 1.02
H 1.00 -2.97 1.49
H 3.70 -0.05 0.71
H 3.04 -0.96 2.03
H 3.99 -1.94 -0.51
H 2.30 -2.55 -0.43
H 4.22 -2.76 2.06
H 2.88 -3.97 1.48
H -0.59 1.36 -0.28
H 0.11 3.01 -0.53
H 0.43 2.50 -2.62
H -0.96 -0.11 -2.14
H -1.90 1.52 -2.19
H -0.98 0.95 -3.64
H 2.43 4.74 -2.31
H 1.71 4.37 -0.69
H 3.48 4.74 -0.84
H 2.67 1.62 1.97
C 5.50 -7.46 -3.90
C 6.43 -6.51 -3.96
C 6.59 -5.51 -2.88
O 7.44 -4.65 -2.93
C 5.66 -5.61 -1.72
C 4.73 -6.55 -1.67
C 4.57 -7.55 -2.75
O 3.72 -8.42 -2.69
H 5.37 -8.19 -4.68
H 7.12 -6.43 -4.79
H 5.79 -4.87 -0.94
H 4.04 -6.64 -0.83
C -7.48 3.34 1.65
C -6.20 3.14 1.98
C -5.32 4.26 2.35
O -4.15 4.08 2.65
C -5.90 5.62 2.33
C -7.17 5.83 2.00
C -8.06 4.70 1.64
O -9.22 4.89 1.34
H -8.14 2.53 1.38
H -5.76 2.15 1.99
H -5.23 6.43 2.61
H -7.61 6.82 1.99
C -3.52 -5.27 -1.91
C -2.56 -5.75 -2.70
C -2.88 -6.61 -3.86
O -2.00 -7.05 -4.57
C -4.31 -6.92 -4.11
C -5.27 -6.44 -3.31
C -4.94 -5.58 -2.15
O -5.82 -5.14 -1.43
H -3.30 -4.64 -1.05
H -1.51 -5.54 -2.53
H -4.52 -7.54 -4.96
H -6.31 -6.65 -3.48
C -3.09 4.29 -4.57
C -1.81 4.06 -4.27
C -0.90 5.16 -3.90
O 0.27 4.93 -3.63
C -1.45 6.53 -3.87
C -2.72 6.77 -4.17
C -3.64 5.67 -4.54
O -4.81 5.88 -4.81
H -3.77 3.50 -4.84
H -1.38 3.07 -4.28
H -0.76 7.32 -3.60
H -3.15 7.76 -4.16
C 0.79 -7.16 -6.21
C 1.14 -8.14 -7.05
C 2.56 -8.42 -7.35
O 2.87 -9.31 -8.11
C 3.58 -7.58 -6.69
C 3.24 -6.60 -5.86
C 1.82 -6.31 -5.55
O 1.50 -5.42 -4.79
H -0.24 -6.93 -5.98
H 0.40 -8.76 -7.54
H 4.61 -7.80 -6.93
H 3.97 -5.97 -5.37

=====

Record 2
142
Properties=species:S:1:pos:R:3 method="wB97M-V/def2-TZVPD" charge=+1 gap_ev="5.1 / 5.1"
Ir -0.30 -0.26 0.19
C -2.69 -4.56 -1.49
C -1.85 -3.27 -1.56
Ge -2.22 -2.07 -0.07
C -3.92 -1.10 -0.04
C -5.11 -2.06 -0.14
C -2.38 -3.22 1.48
C -1.59 -3.11 2.54
Ge -0.23 -1.71 2.31
C -0.52 -0.27 3.65
C -0.60 -0.57 5.14
C 1.42 -2.74 1.94
C 1.94 -3.65 3.06
C -1.68 -3.97 3.76
C -0.84 -3.77 4.86
C -0.94 -4.55 6.00
C -1.89 -5.55 6.07
C -2.73 -5.78 4.99
C -2.62 -5.00 3.85
H -2.36 -5.24 -2.27
H -3.75 -4.36 -1.64
H -2.57 -5.07 -0.53
H -2.05 -2.74 -2.49
H -0.78 -3.50 -1.53
H -3.91 -0.37 -0.86
H -3.96 -0.55 0.90
H -5.10 -2.63 -1.08
H -6.05 -1.51 -0.11
H -5.12 -2.77 0.69
H -3.19 -3.96 1.44
H -1.45 0.17 3.30
H 0.26 0.46 3.46
H -1.40 -1.28 5.37
H -0.82 0.36 5.68
H 0.33 -0.97 5.54
H 2.19 -2.05 1.61
H 1.14 -3.35 1.07
H 2.27 -3.07 3.93
H 2.79 -4.23 2.70
H 1.17 -4.35 3.39
H -0.09 -3.00 4.81
H -0.27 -4.38 6.83
H -1.98 -6.16 6.97
H -3.48 -6.56 5.04
H -3.28 -5.20 3.01
Cl -4.31 -1.88 -3.06
C -4.42 -0.20 -3.48
C -5.12 0.62 -2.62
C -5.35 1.95 -2.95
C -4.88 2.46 -4.16
C -4.16 1.65 -5.00
Cl -3.56 2.30 -6.49
C -3.89 0.29 -4.70
N -3.21 -0.46 -5.64
C -2.48 -1.67 -5.47
C -2.86 -2.77 -6.23
C -2.18 -3.97 -6.13
C -1.09 -4.06 -5.27
C -0.69 -2.95 -4.54
C -1.37 -1.74 -4.62
C -0.79 -0.53 -3.90
C -0.68 -0.62 -2.39
O 0.37 -1.06 -1.85
O -1.66 -0.22 -1.67
H -5.52 0.21 -1.71
H -5.91 2.59 -2.28
H -5.06 3.49 -4.44
H -3.22 -0.07 -6.57
H -3.72 -2.68 -6.89
H -2.50 -4.82 -6.71
H -0.54 -4.99 -5.19
H 0.19 -3.01 -3.91
H -1.36 0.37 -4.11
H 0.22 -0.41 -4.27
C -1.15 3.06 -2.26
N 0.19 3.01 -2.87
C 0.41 4.07 -3.87
P 1.46 2.55 -1.93
O 0.99 1.58 -0.88
N 2.17 3.84 -1.16
C 1.39 4.45 -0.08
C 3.08 4.78 -1.82
N 2.64 2.12 -3.00
C 2.36 1.46 -4.27
C 3.91 1.64 -2.42
H -1.90 2.92 -3.03
H -1.34 4.03 -1.78
H -1.26 2.27 -1.52
H -0.22 3.89 -4.74
H 1.45 4.09 -4.19
H 0.16 5.06 -3.46
H 0.65 3.74 0.30
H 0.86 5.35 -0.43
H 2.04 4.74 0.75
H 3.56 4.32 -2.67
H 3.85 5.09 -1.11
H 2.55 5.68 -2.16
H 1.40 1.77 -4.66
H 2.38 0.37 -4.17
H 3.13 1.74 -4.99
H 4.13 2.17 -1.49
H 4.72 1.81 -3.12
H 3.86 0.57 -2.20
C 6.30 1.88 -0.57
C 5.51 2.88 -0.03
C 4.30 2.57 0.58
C 3.88 1.25 0.66
C 4.65 0.25 0.07
C 5.86 0.56 -0.54
As 2.26 0.73 1.62
C 1.81 2.41 2.50
C 0.55 2.97 2.32
C 0.20 4.15 2.97
C 1.12 4.79 3.80
C 2.38 4.24 3.97
C 2.73 3.05 3.34
C 3.12 -0.16 3.17
C 2.72 0.13 4.47
C 3.35 -0.47 5.56
C 4.37 -1.39 5.35
C 4.76 -1.70 4.05
C 4.14 -1.09 2.97
H 7.25 2.12 -1.03
H 5.83 3.92 -0.08
H 3.70 3.37 0.99
H 4.30 -0.77 0.05
H 6.46 -0.22 -0.99
H -0.16 2.48 1.68
H -0.80 4.57 2.84
H 0.85 5.71 4.30
H 3.11 4.73 4.62
H 3.70 2.62 3.50
H 1.94 0.85 4.66
H 3.04 -0.22 6.56
H 4.86 -1.86 6.19
H 5.55 -2.42 3.87
H 4.48 -1.34 1.98
N -4.17 4.34 2.77
C -3.84 3.45 2.11
N -3.53 2.43 1.32
C -2.51 1.73 1.14
N -1.57 1.06 0.95

=====

Record 3
135
Properties=species:S:1:pos:R:3 method="wB97M-V/def2-TZVPD" charge=+1 gap_ev=7.3
Pb 0.71 0.83 0.12
C 0.79 5.41 2.99
C 0.55 4.55 1.75
C 1.72 4.73 0.78
P 0.31 2.73 2.03
C -1.42 2.45 2.71
C -2.07 3.65 3.39
C -1.45 1.21 3.61
C 1.51 2.20 3.26
C 1.52 2.77 4.54
C 2.46 2.42 5.49
C 3.45 1.51 5.12
C 3.46 0.91 3.88
C 2.45 1.18 2.92
N 2.38 0.56 1.69
C 3.23 -0.48 1.30
C 3.51 -1.59 2.11
C 4.43 -2.55 1.71
C 5.10 -2.43 0.50
C 4.77 -1.38 -0.35
C 3.82 -0.43 0.01
P 3.27 0.96 -1.03
C 4.67 2.18 -0.89
C 5.05 2.41 0.57
C 4.35 3.51 -1.58
C 3.33 0.54 -2.84
C 1.94 0.12 -3.34
C 4.37 -0.47 -3.31
H 0.92 6.44 2.68
H 1.70 5.10 3.50
H -0.04 5.38 3.70
H -0.38 4.87 1.25
H 2.65 4.41 1.27
H 1.83 5.79 0.52
H 1.59 4.15 -0.13
H -2.00 2.21 1.81
H -1.62 3.84 4.37
H -3.13 3.42 3.56
H -2.02 4.56 2.79
H -0.89 1.37 4.53
H -1.03 0.33 3.12
H -2.49 0.99 3.88
H 0.77 3.51 4.80
H 2.44 2.86 6.48
H 4.24 1.26 5.83
H 4.25 0.22 3.64
H 2.99 -1.69 3.05
H 4.64 -3.39 2.36
H 5.85 -3.15 0.20
H 5.28 -1.30 -1.30
H 5.50 1.69 -1.42
H 4.21 2.80 1.14
H 5.87 3.13 0.63
H 5.38 1.48 1.05
H 3.55 4.03 -1.04
H 4.04 3.39 -2.62
H 5.23 4.15 -1.57
H 3.57 1.50 -3.29
H 1.69 -0.87 -2.95
H 1.93 0.06 -4.43
H 1.17 0.82 -3.02
H 4.17 -1.47 -2.92
H 5.39 -0.18 -3.06
H 4.32 -0.54 -4.40
C -0.23 -3.13 -1.84
C -0.77 -4.09 -0.79
C -0.01 -4.04 0.55
Sb -0.45 -2.39 1.91
C -0.80 -3.65 3.63
C -1.86 -3.39 4.49
C -2.17 -4.26 5.53
C -1.41 -5.41 5.72
C -0.32 -5.66 4.90
C -0.01 -4.78 3.87
C -2.56 -2.26 1.49
C -3.34 -3.42 1.41
C -4.71 -3.33 1.22
C -5.33 -2.08 1.15
C -4.56 -0.93 1.25
C -3.18 -1.02 1.40
Sb -1.13 -3.19 -3.83
C -2.75 -1.82 -3.46
C -4.09 -2.14 -3.67
C -5.08 -1.18 -3.51
C -4.76 0.11 -3.13
C -3.42 0.45 -2.92
C -2.43 -0.51 -3.09
C -2.27 -5.01 -3.75
C -2.06 -5.92 -4.78
C -2.79 -7.11 -4.84
C -3.72 -7.40 -3.86
C -3.95 -6.50 -2.83
C -3.24 -5.31 -2.78
H 0.84 -3.33 -1.99
H -0.32 -2.08 -1.51
H -0.70 -5.11 -1.17
H -1.83 -3.89 -0.63
H 1.07 -4.03 0.37
H -0.25 -4.93 1.14
H -2.47 -2.50 4.35
H -3.01 -4.05 6.18
H -1.67 -6.11 6.51
H 0.29 -6.54 5.06
H 0.86 -4.98 3.24
H -2.88 -4.39 1.51
H -5.31 -4.23 1.15
H -6.40 -2.01 1.02
H -5.04 0.04 1.22
H -2.59 -0.11 1.47
H -4.36 -3.14 -3.99
H -6.12 -1.45 -3.69
H -5.53 0.86 -3.00
H -3.16 1.45 -2.61
H -1.39 -0.22 -2.96
H -1.33 -5.71 -5.56
H -2.62 -7.80 -5.66
H -4.28 -8.33 -3.90
H -4.69 -6.72 -2.07
H -3.46 -4.60 -1.99
N 0.12 2.71 -1.54
C -0.20 3.41 -2.41
N -0.56 4.19 -3.41
C 0.46 4.99 -4.12
C 0.43 6.42 -3.59
O -0.88 6.96 -3.67
C -1.82 6.21 -2.91
C -1.91 4.79 -3.43
H 0.21 4.98 -5.18
H 1.44 4.54 -3.98
H 1.08 7.06 -4.18
H 0.77 6.42 -2.55
H -2.78 6.72 -2.99
H -1.51 6.20 -1.85
H -2.25 4.80 -4.46
H -2.59 4.19 -2.83

=====

Respective calculated total energy values: -138237.533; -286801.697; -102620.017 eV.